No. 1
{
  "formula": "C4H5FOS",
  "method": "ωB97M-V/def2-TZVPD",
  "mol_weight_g_mol": 120.15,
  "orbital_gap_ev": 8.553,
  "charge": 0,
  "de_lowest_ev": 0.360,
  "e_tot_ha": -728.67386,
  "smiles": "C/C=C(\\F)C(O)=S",
  "elements": ["C", "C", "C", "C", "H", "H", "H", "H", "H", "O", "F", "S"],
  "coordinates": [[2.93, -0.66, 0.07], [1.38, -0.74, -0.25], [0.54, 0.27, -0.03], [-0.90, 0.23, -0.01], [3.19, 0.36, 0.33], [3.13, -1.34, 0.96], [3.50, -1.05, -0.78], [0.97, -1.72, -0.59], [-2.42, 1.33, -0.07], [-1.43, 1.47, -0.12], [0.99, 1.54, 0.12], [-1.85, -1.11, 0.09]],
  "mulliken_charge": [-0.963, -0.118, 0.414, 0.169, 0.290, 0.268, 0.307, 0.287, 0.340, -0.401, -0.278, -0.314]
}


No. 2
{
  "formula": "C3H5I3N",
  "method": "ωB97M-V/def2-TZVPD",
  "mol_weight_g_mol": 435.79,
  "orbital_gap_ev": 8.953,
  "charge": 1,
  "de_lowest_ev": 1.124,
  "e_tot_ha": -1064.77885,
  "elements": ["C", "C", "C", "N", "I", "I", "I", "H", "H", "H", "H", "H"],
  "coordinates": [[0.81, -0.90, -0.13], [1.65, -0.17, -0.90], [-0.99, -0.28, 0.06], [-1.00, 0.94, 0.81], [3.63, -0.79, -1.47], [1.33, 1.76, -1.68], [-2.13, -1.89, 1.05], [0.88, -1.96, 0.23], [-1.36, -0.39, -0.96], [-0.41, 0.92, 1.68], [-1.97, 1.06, 1.18], [-0.45, 1.70, 0.11]],
  "mulliken_charge": [-0.060, -0.363, -0.866, -0.193, 0.194, 0.211, 0.201, 0.367, 0.474, 0.397, 0.403, 0.234]
}


No. 3
{
  "formula": "C23H50F15N5O13PS3",
  "method": "ωB97M-V/def2-TZVPD",
  "mol_weight_g_mol": 1016.82,
  "orbital_gap_ev": 3.386,
  "charge": 1,
  "e_tot_ha": -5191.63344,
  "elements": ["C", "C", "O", "N", "H", "H", "C", "H", "H", "H", "H", "H", "H", "C", "C", "O", "N", "H", "H", "C", "H", "H", "H", "H", "H", "H", "C", "C", "O", "N", "H", "H", "C", "H", "H", "H", "H", "H", "H", "C", "C", "O", "N", "H", "H", "C", "H", "H", "H", "H", "H", "H", "C", "C", "C", "N", "C", "C", "C", "C", "C", "H", "H", "H", "H", "H", "H", "H", "H", "H", "H", "H", "H", "H", "H", "H", "H", "H", "H", "C", "F", "F", "F", "S", "O", "O", "O", "C", "F", "F", "F", "S", "O", "O", "O", "C", "F", "F", "F", "S", "O", "O", "O", "P", "F", "F", "F", "F", "F", "F"],
  "coordinates": [[-3.16, -1.85, 2.05], [-4.00, -1.15, 0.96], [-5.22, -1.10, 0.90], [-3.17, -0.37, -0.06], [-3.76, 0.39, -0.35], [-2.47, 0.16, 0.44], [-2.52, -1.29, -1.19], [-2.12, -2.05, 1.76], [-3.72, -2.74, 2.35], [-3.15, -1.14, 2.88], [-1.94, -0.77, -1.95], [-3.30, -1.72, -1.82], [-1.92, -2.07, -0.72], [1.07, 4.94, -7.39], [0.48, 5.76, -8.55], [1.09, 6.19, -9.47], [-0.97, 6.12, -8.50], [-1.45, 5.43, -7.94], [-1.10, 6.98, -8.00], [-1.55, 6.18, -9.94], [0.40, 4.32, -6.79], [1.61, 5.75, -6.91], [1.92, 4.46, -7.86], [-1.20, 5.28, -10.45], [-1.10, 7.07, -10.38], [-2.62, 6.01, -9.93], [-6.35, -0.53, 8.71], [-7.06, 0.45, 7.73], [-6.44, 1.08, 6.89], [-8.62, 0.51, 7.70], [-9.01, -0.02, 8.47], [-8.85, 1.42, 8.07], [-9.27, 0.08, 6.30], [-6.69, -1.56, 8.62], [-6.40, -0.26, 9.76], [-5.31, -0.49, 8.38], [-10.35, 0.22, 6.29], [-8.95, -0.96, 6.26], [-8.82, 0.75, 5.57], [2.69, 0.52, 6.86], [2.36, 1.40, 8.03], [1.28, 1.53, 8.48], [3.49, 2.21, 8.71], [4.37, 1.88, 8.34], [3.43, 3.18, 8.44], [3.49, 2.31, 10.28], [3.34, 0.95, 6.09], [1.77, 0.33, 6.29], [3.01, -0.45, 7.24], [4.24, 3.05, 10.57], [3.80, 1.35, 10.69], [2.50, 2.59, 10.65], [5.04, -3.57, -4.72], [5.76, -2.27, -4.23], [7.26, -2.28, -4.15], [7.83, -2.37, -2.74], [7.47, -1.20, -1.83], [9.35, -2.55, -2.69], [9.78, -3.32, -1.38], [8.43, -4.01, -1.02], [7.44, -3.65, -2.08], [4.98, -4.29, -3.90], [5.56, -4.17, -5.47], [3.97, -3.46, -4.85], [5.25, -2.04, -3.30], [5.30, -1.57, -4.93], [7.56, -1.38, -4.68], [7.79, -2.96, -4.83], [7.81, -0.32, -2.38], [7.97, -1.32, -0.88], [6.38, -1.33, -1.83], [10.03, -1.73, -2.90], [9.52, -3.20, -3.55], [10.20, -2.64, -0.64], [10.62, -3.96, -1.63], [8.00, -3.92, -0.02], [8.55, -5.09, -1.12], [6.46, -3.42, -1.64], [7.46, -4.27, -2.97], [-8.94, -6.28, 0.72], [-9.95, -7.08, 1.04], [-9.37, -5.09, 1.07], [-7.89, -6.68, 1.37], [-8.65, -6.23, -1.22], [-9.70, -5.36, -1.84], [-7.34, -5.62, -1.37], [-8.69, -7.66, -1.58], [0.82, 6.26, -0.61], [0.04, 6.04, -1.56], [1.89, 6.92, -1.11], [0.22, 6.89, 0.37], [1.53, 4.46, 0.00], [0.65, 4.19, 1.11], [1.39, 3.43, -1.05], [2.94, 4.63, 0.48], [-6.17, 6.93, -4.12], [-5.07, 7.54, -4.66], [-6.48, 7.44, -2.95], [-7.17, 7.12, -5.02], [-5.97, 5.01, -3.86], [-4.85, 4.62, -4.80], [-5.57, 4.87, -2.44], [-7.28, 4.38, -4.16], [2.02, -6.39, 1.44], [1.57, -5.82, 2.91], [1.99, -7.91, 1.97], [0.48, -6.64, 0.90], [2.44, -7.04, -0.09], [1.99, -4.84, 0.92], [3.51, -6.13, 1.90]],
  "mulliken_charge": [-0.910, 0.451, -0.415, -0.200, 0.381, 0.381, -0.717, 0.374, 0.322, 0.303, 0.336, 0.360, 0.334, -1.013, 0.480, -0.415, -0.124, 0.389, 0.334, -0.755, 0.403, 0.333, 0.338, 0.345, 0.332, 0.351, -0.998, 0.525, -0.405, -0.232, 0.370, 0.371, -0.648, 0.366, 0.352, 0.317, 0.331, 0.325, 0.327, -1.072, 0.600, -0.379, -0.204, 0.372, 0.360, -0.766, 0.397, 0.331, 0.330, 0.355, 0.340, 0.336, -1.346, -0.321, -0.583, -0.074, -0.880, -0.672, -0.597, -0.786, -0.532, 0.326, 0.366, 0.382, 0.127, 0.388, 0.424, 0.575, 0.320, 0.366, 0.425, 0.468, 0.375, 0.308, 0.358, 0.365, 0.372, 0.407, 0.442, 0.595, -0.247, -0.240, -0.219, 1.062, -0.648, -0.652, -0.650, 0.628, -0.205, -0.245, -0.207, 1.047, -0.679, -0.661, -0.678, 0.589, -0.241, -0.204, -0.235, 1.049, -0.678, -0.658, -0.621, 1.161, -0.369, -0.339, -0.355, -0.391, -0.371, -0.338]
}


No. 4
{
  "formula": "C6H6O",
  "method": "ωB97M-V/def2-TZVPD",
  "mol_weight_g_mol": 94.11,
  "orbital_gap_ev": [7.578, 7.561],
  "charge": 0,
  "de_lowest_ev": 6.599,
  "e_tot_ha": -307.22091,
  "elements": ["O", "C", "C", "C", "C", "C", "C", "H", "H", "H", "H", "H", "H"],
  "coordinates": [[-1.83, 1.13, 0.98], [-1.47, 0.56, -0.19], [1.09, 1.19, -0.72], [1.55, 0.15, 0.03], [1.68, -0.93, 0.63], [-1.20, -0.78, -0.25], [-0.60, -1.86, -0.10], [-1.45, 0.61, 1.70], [-1.90, 1.09, -1.04], [1.09, 2.19, -0.30], [1.29, 1.14, -1.79], [2.33, -1.57, 1.21], [-0.62, -2.93, -0.17]],
  "mulliken_charge": [-0.466, -0.185, -0.851, 0.464, -0.614, 0.051, -0.373, 0.366, 0.340, 0.271, 0.270, 0.363, 0.364]
}